(1)
This record from the OMol25 dataset describes C6H12O2Rb as an isolated structure at a distorted geometry. The level of theory is wB97M-V/def2-TZVPD.

Structure (ORCA input):
```
! wB97M-V def2-TZVPD RIJCOSX def2/J DEFGRID3
* xyz 1 1
Rb -0.43076 2.16495 -4.48668
C 4.56276 3.12927 1.61732
C 3.23314 2.65820 1.05248
O 3.07852 2.51153 -0.15400
C 2.10905 2.49031 2.05302
H 4.24902 3.99030 2.20750
H 5.28973 3.54778 0.92128
H 5.04336 2.40866 2.27901
H 2.10342 3.23452 2.84939
H 2.16392 1.50950 2.52537
H 1.14575 2.58156 1.55120
C -3.01633 -2.67920 -0.00019
C -2.74014 -2.80574 -1.45379
O -1.67946 -2.35127 -1.85183
C -3.73699 -3.48793 -2.35624
H -2.24409 -3.15840 0.60158
H -3.97614 -3.15865 0.19211
H -3.19180 -1.62767 0.22697
H -3.40677 -4.46890 -2.69793
H -3.86214 -2.82298 -3.21080
H -4.69403 -3.66584 -1.86580
*
```

As for the total energy: -410.16132 Ha. The gap between HOMO and LUMO comes out at 7.669 eV. The HOMO energy comes out at -11.79 eV. The value obtained for the LUMO energy is -4.1 eV.

Results of the Mulliken charge analysis, in e, for atoms 1 through 5: 0.997, -0.996, 0.786, -0.581, -1.041

=====

(2)
This record from the OMol25 dataset describes a 2-piece molecular cluster, C4H14N2O overall at a distorted geometry. The level of theory is wB97M-V/def2-TZVPD.

Structure (ORCA input):
```
! wB97M-V def2-TZVPD RIJCOSX def2/J DEFGRID3
* xyz 0 1
C -0.77368 3.08208 0.43834
N 0.56208 2.35373 0.35428
C 0.60199 1.37758 -0.81358
C 0.24518 -0.04524 -0.28597
N 1.38290 -0.60933 0.42307
C 0.94674 -2.01369 0.67116
H -1.37152 2.42135 1.04675
H -0.50627 3.98021 1.07212
H -1.05326 3.34446 -0.55829
H 1.24423 3.08749 0.08568
H 1.61518 1.34970 -1.11726
H 0.08711 1.79252 -1.80350
H 0.07884 -0.84570 -1.12031
H -0.62891 -0.17534 0.30419
H 2.27949 -0.79953 -0.30919
H 1.72672 -2.73304 0.79379
H 0.27387 -2.42590 -0.14397
H 0.28401 -2.08045 1.55918
H -2.32301 -2.98898 -1.33557
H -2.63355 -4.18403 -0.65421
O -2.35115 -3.29474 -0.41507
*
```

As for the total energy: -345.45624 Ha. The gap between HOMO and LUMO comes out at 9.473 eV. The HOMO energy comes out at -8.74 eV. The value obtained for the LUMO energy is 0.7 eV.

Results of the Mulliken charge analysis, in e, for atoms 1 through 5: -0.843, -0.460, -0.476, -0.589, -0.476

=====

(3)
This record from the OMol25 dataset describes C4H6N2O as an isolated structure at a distorted geometry. The level of theory is wB97M-V/def2-TZVPD.

Structure (ORCA input):
```
! wB97M-V def2-TZVPD RIJCOSX def2/J DEFGRID3
* xyz 0 1
N 1.96188 0.54154 -0.15084
C 0.60843 0.16427 -0.19925
C 0.05961 -1.11071 0.28919
O 0.76122 -2.09565 0.55964
C -1.40734 -0.85063 0.21658
C -1.60874 0.47279 0.00670
N -0.40632 1.12367 -0.18157
H 2.47126 -0.27231 0.18203
H 2.16952 1.34492 0.43502
H 0.40636 -0.86330 -1.06757
H -2.16633 -1.60282 0.34634
H -2.53916 1.03163 -0.06873
H -0.31002 2.09995 -0.42377
*
```

As for the total energy: -340.69118 Ha. The gap between HOMO and LUMO comes out at 8.986 eV. The HOMO energy comes out at -8.34 eV. The value obtained for the LUMO energy is 0.6 eV.

Results of the Mulliken charge analysis, in e, for atoms 1 through 5: -0.593, 0.243, 0.329, -0.727, -0.391

=====

(4)
This record from the OMol25 dataset describes one molecule with the formula C2H3N3S at a distorted geometry. The level of theory is wB97M-V/def2-TZVPD.

Structure (ORCA input):
```
! wB97M-V def2-TZVPD RIJCOSX def2/J DEFGRID3
* xyz 0 1
C 0.08252 0.68042 -0.73108
C -1.06844 -0.06252 -0.71073
N 0.77127 0.32748 0.33382
N -1.02552 -0.93380 0.28843
N 0.13774 -0.71743 0.94914
S 0.82855 -1.35405 2.27435
H 0.32697 1.57358 -1.36576
H -1.83494 0.08052 -1.43001
H 1.78186 0.40580 0.39184
*
```

As for the total energy: -640.37716 Ha. The gap between HOMO and LUMO (spin up / spin down) comes out at 7.837 / 7.838 eV. The HOMO energy (spin up / spin down) comes out at -7.76 / -7.76 eV. The value obtained for the LUMO energy (spin up / spin down) is 0.1 / 0.1 eV.

Results of the Mulliken charge analysis, in e, for atoms 1 through 5: -0.142, -0.269, -0.114, -0.560, 0.404

=====

(5)
This record from the OMol25 dataset describes C7H12O2PdS7 as an isolated structure. The level of theory is wB97M-V/def2-TZVPD.

Structure (ORCA input):
```
! wB97M-V def2-TZVPD RIJCOSX def2/J DEFGRID3
* xyz -2 1
Pd 0.93366 -0.48927 1.02418
S -0.17621 -7.59905 -0.89262
C 0.08262 -6.00192 -0.43355
S 1.45469 -5.43981 0.41072
C 1.06055 -3.72918 0.56479
C -0.13530 -3.38366 0.01307
S -0.94941 -1.84166 -0.04875
S -1.00245 -4.72043 -0.73686
S 2.23743 -2.75220 1.39499
C 1.44271 2.93741 1.87201
S 0.39242 1.52674 2.26292
C -0.87203 1.98084 1.04935
O -0.21014 1.86509 3.59808
H 0.83258 3.83864 1.96283
H 1.83339 2.80967 0.85993
H 2.24672 2.94908 2.60750
H -0.41167 1.94804 0.06287
H -1.25822 2.97933 1.29224
H -1.65584 1.23161 1.11852
C 4.35064 0.34216 -0.96187
S 2.57815 0.39982 -0.52077
C 2.15068 -0.85820 -1.74474
O 2.12653 1.72070 -1.10533
H 4.76005 -0.60489 -0.60344
H 4.82934 1.18029 -0.45452
H 4.45376 0.43899 -2.04398
H 2.53900 -1.81534 -1.39183
H 2.56784 -0.56518 -2.71405
H 1.06339 -0.90728 -1.77057
*
```

As for the total energy: -3339.61208 Ha. The gap between HOMO and LUMO comes out at 4.659 eV. The HOMO energy comes out at -0.10 eV. The value obtained for the LUMO energy is 4.6 eV.

Results of the Mulliken charge analysis, in e, for atoms 1 through 5: -0.365, -0.439, 0.080, -0.178, 0.025

=====

(6)
This record from the OMol25 dataset describes one molecule with the formula C3H8N2S3 at a distorted geometry. The level of theory is wB97M-V/def2-TZVPD.

Structure (ORCA input):
```
! wB97M-V def2-TZVPD RIJCOSX def2/J DEFGRID3
* xyz 0 1
C -2.29838 -0.05869 0.56338
C 0.26948 0.00204 -0.60023
C 3.10072 0.09568 -0.74734
N -1.55759 -1.30760 0.44407
N -0.64296 -1.24624 -0.61181
S -0.84220 1.21881 0.27768
S -3.69759 0.07688 -0.45796
S 1.74590 -0.48924 0.38576
H -2.66448 0.08172 1.61851
H 0.51308 0.35436 -1.64566
H 3.03203 1.14448 -1.18246
H 3.27678 -0.65619 -1.60666
H 4.05538 0.08093 -0.26577
H -1.09502 -1.72536 1.24725
H -1.29786 -1.25105 -1.40379
H -3.55062 -0.97187 -1.26783
*
```

As for the total energy: -1423.09309 Ha. The gap between HOMO and LUMO comes out at 9.249 eV. The HOMO energy comes out at -8.53 eV. The value obtained for the LUMO energy is 0.7 eV.

Results of the Mulliken charge analysis, in e, for atoms 1 through 5: -0.172, -0.171, -0.876, -0.333, -0.471

=====

(7)
This record from the OMol25 dataset describes C11H4CuIN2O6 as an isolated structure at a distorted geometry. The level of theory is wB97M-V/def2-TZVPD.

Structure (ORCA input):
```
! wB97M-V def2-TZVPD RIJCOSX def2/J DEFGRID3
* xyz -2 1
Cu 0.42364 0.57929 -0.66832
O 4.73326 -0.92531 3.22264
C 3.82728 -0.88549 2.40239
C 2.36215 -0.82786 2.70996
O 1.83889 -1.05955 3.79840
C 1.72147 -0.45043 1.45548
C 2.68843 -0.44223 0.39111
O 2.37209 -0.10447 -0.78455
C 3.97902 -0.89730 0.90988
O 4.98326 -1.23517 0.28912
O 0.50771 -0.15058 1.24481
I -4.85174 1.78782 -2.43968
C -3.46043 0.45376 -1.56157
C -3.92539 -0.51884 -0.69051
C -2.98106 -1.41829 -0.21219
C -1.66293 -1.29079 -0.60278
N -1.21400 -0.30231 -1.39450
C -2.13089 0.54001 -1.90195
H -4.96239 -0.57003 -0.39205
H -3.28370 -2.21472 0.45524
H -0.90617 -1.97856 -0.24897
H -1.74631 1.31110 -2.55531
O 1.03267 4.63932 -1.13805
C 0.56636 3.52378 -1.13834
N 0.08879 2.43683 -1.15026
*
```

As for the total energy: -2920.79082 Ha. The gap between HOMO and LUMO comes out at 4.013 eV. The HOMO energy comes out at -0.51 eV. The value obtained for the LUMO energy is 3.5 eV.

Results of the Mulliken charge analysis, in e, for atoms 1 through 5: -0.268, -0.705, 0.438, 0.012, -0.737

=====

(8)
This record from the OMol25 dataset describes one molecule with the formula C4H5OPS at a distorted geometry. The level of theory is wB97M-V/def2-TZVPD.

Structure (ORCA input):
```
! wB97M-V def2-TZVPD RIJCOSX def2/J DEFGRID3
* xyz 0 1
C 0.85250 -0.70096 -0.63593
C 0.97355 -0.31220 0.81111
C -0.31926 -0.41282 -1.24595
C -0.19747 0.13078 1.36218
O -1.63871 1.72252 -0.26934
P -1.46470 0.14381 -0.02810
S -3.16979 -0.70626 0.27062
H 1.70512 -1.13998 -1.19253
H 1.89102 -0.62468 1.48798
H -0.46353 -0.83288 -2.27129
H -0.52642 0.41078 2.39369
H -2.48365 2.21324 -0.22527
*
```

As for the total energy: -970.19015 Ha. The gap between HOMO and LUMO comes out at 8.386 eV. The HOMO energy comes out at -8.86 eV. The value obtained for the LUMO energy is -0.5 eV.

Results of the Mulliken charge analysis, in e, for atoms 1 through 5: -0.151, -0.352, -0.319, -0.314, -0.564